{
  "formula": "C23H30FN9O4PtS2",
  "method": "ωB97M-V/def2-TZVPD",
  "species": ["Pt", "C", "N", "C", "C", "C", "N", "C", "O", "N", "H", "H", "H", "H", "H", "H", "H", "O", "C", "O", "C", "C", "C", "C", "S", "C", "C", "H", "H", "H", "H", "H", "C", "O", "H", "H", "H", "H", "F", "C", "C", "C", "C", "C", "C", "C", "H", "H", "H", "H", "H", "H", "N", "C", "N", "N", "C", "N", "H", "H", "H", "H", "N", "C", "N", "S", "H", "H", "H", "H"],
  "coordinates": [[-0.20333, -0.60681, 0.63569], [-0.63273, 2.12440, 5.70170], [-1.39854, 2.03641, 4.44630], [-2.55658, 2.71474, 4.27780], [-3.26948, 2.61954, 3.13917], [-2.75005, 1.75806, 2.13285], [-1.61744, 1.08425, 2.27629], [-0.90301, 1.21578, 3.43648], [0.15679, 0.62784, 3.65381], [-3.41308, 1.65313, 0.96157], [-1.10630, 2.87471, 6.32859], [0.39299, 2.40707, 5.49102], [-0.63398, 1.16246, 6.20638], [-2.86528, 3.34036, 5.10484], [-4.18624, 3.17304, 3.00331], [-4.33551, 2.04063, 0.87349], [-3.08062, 1.04278, 0.22753], [6.48728, -0.69833, -4.74913], [5.82803, 0.06184, -3.86134], [6.09095, 1.22070, -3.74307], [4.73117, -0.57324, -3.02647], [4.04547, 0.29447, -2.16989], [3.01820, -0.16949, -1.38637], [2.64808, -1.53708, -1.44249], [1.38492, -2.19693, -0.52558], [3.38115, -2.41740, -2.27809], [4.40100, -1.92825, -3.06584], [6.19737, -1.61778, -4.73413], [4.35338, 1.33153, -2.14094], [2.49803, 0.48749, -0.71491], [3.13322, -3.47074, -2.28848], [4.93602, -2.62893, -3.69592], [2.95651, -0.48448, 2.18254], [1.56767, -0.84584, 2.23180], [3.45210, -0.76886, 3.10788], [3.07894, 0.58652, 2.01357], [3.41511, -1.02823, 1.36006], [1.09172, -0.26004, 2.87032], [-3.73146, -5.50200, -1.52147], [-3.12412, -4.70110, -0.66121], [-1.78022, -4.94680, -0.36073], [-1.15158, -4.11361, 0.51710], [-1.84594, -3.01502, 1.12203], [-1.20542, -2.15641, 2.02379], [-3.22837, -2.82714, 0.78574], [-3.86316, -3.66174, -0.08406], [-1.28264, -5.79634, -0.80829], [-0.12051, -4.29815, 0.79580], [-0.28537, -2.50706, 2.48556], [-1.83428, -1.54518, 2.65982], [-3.76976, -2.01057, 1.25136], [-4.90944, -3.55084, -0.33580], [-1.23834, 4.31974, -0.75664], [-0.12272, 4.26845, -1.50232], [0.18684, 5.31237, -2.26978], [0.69004, 3.22777, -1.52503], [0.49943, 2.20121, -0.75916], [0.43440, 1.24584, -0.10997], [-1.80307, 5.14889, -0.70175], [-1.46649, 3.55076, -0.14834], [-0.38208, 6.13837, -2.31706], [1.03861, 5.27383, -2.80366], [-2.47976, -0.20306, -3.85589], [-1.59106, -0.56664, -2.92659], [-0.36681, -0.89775, -3.34633], [-2.04100, -0.60981, -1.28228], [-2.28813, -0.27495, -4.84180], [-3.41782, 0.01528, -3.56930], [-0.12056, -0.91715, -4.32199], [0.30684, -1.22651, -2.67207]],
  "forces_ev_per_angstrom": [[0.06, -0.38, -0.77], [-0.18, 0.03, -0.16], [0.05, 0.00, 0.03], [0.18, 0.03, 0.22], [-0.07, -0.07, -0.10], [-0.12, 0.08, -0.28], [0.27, 0.04, 0.24], [-0.18, -0.02, 0.04], [-0.37, 0.35, 0.26], [0.14, 0.01, -0.02], [0.03, -0.02, 0.03], [0.03, 0.03, -0.04], [-0.01, -0.04, 0.00], [0.00, -0.03, -0.01], [0.01, -0.04, 0.00], [-0.02, 0.01, 0.01], [0.02, -0.04, 0.08], [-0.18, -0.06, 0.19], [0.12, -0.05, -0.14], [-0.07, 0.08, 0.06], [0.17, 0.03, -0.12], [-0.03, -0.01, 0.05], [0.05, -0.25, -0.19], [0.36, 0.22, -0.08], [-0.49, -0.07, 0.12], [0.01, 0.09, 0.05], [-0.04, -0.05, 0.00], [0.06, 0.02, -0.06], [-0.01, -0.03, -0.01], [-0.08, 0.08, 0.10], [-0.02, 0.01, 0.00], [-0.02, 0.01, 0.02], [-0.36, 0.02, -0.21], [0.44, -0.22, -0.10], [-0.02, -0.01, 0.08], [0.02, 0.03, 0.01], [0.05, -0.03, 0.00], [0.05, -0.05, 0.09], [-0.03, -0.02, -0.03], [-0.02, -0.03, 0.02], [-0.14, -0.01, -0.08], [0.04, 0.10, 0.14], [-0.08, 0.03, -0.26], [0.15, -0.15, 0.63], [0.13, 0.05, 0.10], [0.04, -0.13, -0.08], [-0.02, 0.01, -0.01], [-0.06, 0.03, 0.00], [0.00, 0.04, -0.02], [0.02, 0.07, -0.05], [0.05, -0.04, -0.01], [0.03, -0.01, -0.01], [0.00, -0.04, 0.02], [-0.22, 0.20, 0.15], [0.03, -0.08, -0.02], [0.27, -0.32, 0.00], [-0.02, 0.47, -0.28], [0.02, -0.04, 0.17], [0.01, 0.02, -0.01], [-0.04, 0.02, -0.01], [0.00, 0.01, 0.00], [0.00, 0.02, 0.00], [-0.02, -0.04, 0.27], [0.32, 0.06, -0.24], [-0.08, -0.01, 0.30], [-0.14, -0.02, 0.05], [0.01, 0.00, -0.01], [-0.03, 0.00, -0.02], [0.00, 0.01, -0.02], [-0.06, 0.07, -0.08]],
  "lumo_energy_ev": [-4.69, -7.89],
  "total_charge": 2,
  "largest_force_ev_per_a": 0.9,
  "energy_ha": -2703.2831,
  "spin_multiplicity": 5,
  "s2": 6.065,
  "e_above_lowest_ev": 0.1392
}